Here is a single C6H7B molecule at a distorted geometry from the OMol25 dataset. Energies are from ωB97M-V/def2-TZVPD.

Values from the calculation:
Electronic energy = -7003.8967 eV
Energy relative to the best compared isomer or geometry (same formula, charge and spin) = 319.2 kJ/mol
E_HOMO (spin up / spin down) = -6.37 / -9.57 eV
Expectation value of S² = 2.021
Lowest unoccupied orbital energy (spin up / spin down) = 0.87 / -2.45 eV
Frontier orbital gap (spin up / spin down) = 7.2439 / 7.1198 eV
Spin multiplicity = 3
Molar mass = 89.934 g mol⁻¹

```
14
C6H7B (ωB97M-V/def2-TZVPD)
C 1.65 0.56 1.50
C 0.18 0.26 -1.27
C -0.62 -0.23 -0.35
C -2.11 -0.47 -0.27
C 1.59 0.43 -1.00
C 1.90 0.67 0.24
B -1.12 -0.95 0.77
H -2.62 -0.93 -1.10
H -1.10 -1.63 1.65
H 1.46 1.44 2.00
H -0.18 0.45 -2.39
H 1.50 -0.41 2.00
H -2.85 0.26 0.06
H 2.32 0.55 -1.86
```

---

Here is a single C6H7BFIO2 molecule at a distorted geometry from the OMol25 dataset. Energies are from ωB97M-V/def2-TZVPD.

Values from the calculation:
Electronic energy = -21923.9325 eV
E_HOMO (spin up / spin down) = -8.10 / -8.02 eV
Lowest unoccupied orbital energy (spin up / spin down) = -0.05 / -0.06 eV
Frontier orbital gap (spin up / spin down) = 8.0438 / 7.9641 eV
Molar mass = 267.834 g mol⁻¹

```
18
C6H7BFIO2 (ωB97M-V/def2-TZVPD)
I 2.03 0.65 -1.94
F -1.01 3.39 -0.63
O 1.88 -2.32 0.89
O -0.43 -2.90 0.56
C -0.97 1.15 -1.39
C -0.29 1.90 0.97
C 0.02 0.61 1.55
C 0.06 0.08 -1.50
C 0.20 -0.53 0.93
C -0.72 2.12 -0.27
B 0.57 -2.00 0.79
H 0.10 0.62 2.64
H -1.95 0.66 -1.24
H -0.21 -0.85 -1.95
H 2.12 -3.24 0.79
H -0.16 -3.82 0.46
H -0.21 2.76 1.63
H -1.03 1.74 -2.31
```

---

Here is a single C6H7BO3 molecule at a distorted geometry from the OMol25 dataset. Energies are from ωB97M-V/def2-TZVPD.

Values from the calculation:
Electronic energy = -13153.1380 eV
Energy relative to the best compared isomer or geometry (same formula, charge and spin) = 494.0 kJ/mol
E_HOMO = -9.58 eV
Lowest unoccupied orbital energy = 0.18 eV
Frontier orbital gap = 9.7552 eV
SMILES string = C=C[C@@H](C#CB(O)O)C=O
Molar mass = 137.931 g mol⁻¹

```
17
C6H7BO3 (ωB97M-V/def2-TZVPD)
O -0.22 3.37 -1.11
O 2.98 -2.31 0.34
O 3.58 -0.12 -0.53
C -0.51 1.54 0.57
C -0.18 2.26 -0.79
C 0.51 0.47 0.41
C 1.26 -0.44 0.26
C -2.01 -0.12 -0.10
C -1.90 0.92 0.66
B 2.70 -1.02 0.02
H 3.72 -2.70 -0.03
H -0.15 2.13 1.38
H -1.18 -0.67 -0.50
H -2.84 -0.79 -0.18
H 4.42 -0.57 -0.59
H -0.07 1.42 -1.43
H -2.67 1.31 1.22
```

---

Here is a gas-phase ion, C6H7BrFO2 (charge -1) at a distorted geometry from the OMol25 dataset. Energies are from ωB97M-V/def2-TZVPD.

Values from the calculation:
Electronic energy = -83189.8285 eV
Energy relative to the best compared isomer or geometry (same formula, charge and spin) = 79.7 kJ/mol
E_HOMO = -4.48 eV
Total charge = -1
Lowest unoccupied orbital energy = 3.29 eV
Frontier orbital gap = 7.7718 eV
SMILES string = CC[C@]1(C(=O)[O-])C[C@@]1(F)Br
Molar mass = 210.022 g mol⁻¹

```
17
C6H7BrFO2 (ωB97M-V/def2-TZVPD)
Br 3.46 0.30 -0.15
F 1.66 2.18 -0.54
O 0.91 -2.18 1.18
O 0.68 -2.02 -0.99
C -2.09 -0.47 -0.45
C 0.92 0.83 1.23
C 1.79 0.97 0.04
C -0.85 0.39 -0.72
C 0.33 0.04 0.14
C 0.66 -1.58 0.13
H 0.41 1.78 1.73
H -2.41 -0.42 0.55
H -1.28 1.37 -0.64
H -2.00 -1.64 -0.72
H 1.23 0.22 1.98
H -0.43 0.24 -1.69
H -2.99 -0.03 -1.08
```

---

Here is a single C6H7BrN4 molecule at a distorted geometry from the OMol25 dataset. Energies are from ωB97M-V/def2-TZVPD.

Values from the calculation:
Electronic energy = -82332.2064 eV
Energy relative to the best compared isomer or geometry (same formula, charge and spin) = 518.6 kJ/mol
E_HOMO (spin up / spin down) = -8.05 / -7.52 eV
Lowest unoccupied orbital energy (spin up / spin down) = -0.54 / -0.69 eV
Frontier orbital gap (spin up / spin down) = 7.5104 / 6.8305 eV
Molar mass = 215.054 g mol⁻¹

```
18
C6H7BrN4 (ωB97M-V/def2-TZVPD)
Br -1.71 2.15 -0.88
N -0.26 -0.56 0.53
N 2.24 0.49 2.86
N 0.00 -0.31 2.66
N -0.78 -0.63 1.76
C 1.15 0.13 2.09
C 1.07 -0.09 0.72
C -1.70 0.74 -2.13
C -1.22 -0.77 -1.85
C -0.42 0.34 -2.73
C -1.09 -1.02 -0.50
H 0.49 0.78 -2.45
H -1.83 -1.50 -2.48
H 1.80 0.28 0.02
H -1.73 -1.82 -0.25
H 1.91 0.43 3.80
H 2.50 1.38 2.55
H -0.42 -0.03 -3.71
```

---

Here is a gas-phase ion, C6H7BrNO (charge +1) at a distorted geometry from the OMol25 dataset. Energies are from ωB97M-V/def2-TZVPD.

Values from the calculation:
Electronic energy = -79903.2652 eV
Energy relative to the best compared isomer or geometry (same formula, charge and spin) = 407.8 kJ/mol
E_HOMO (spin up / spin down) = -13.33 / -13.33 eV
Total charge = +1
Lowest unoccupied orbital energy (spin up / spin down) = -4.95 / -4.95 eV
Frontier orbital gap (spin up / spin down) = 8.3785 / 8.3794 eV
Molar mass = 189.032 g mol⁻¹

```
16
C6H7BrNO (ωB97M-V/def2-TZVPD)
Br -2.32 -2.11 0.11
O -2.37 1.58 -1.68
N 0.20 -0.90 0.52
C 1.07 1.28 -0.34
C -1.17 1.41 -1.26
C -1.01 -0.69 0.15
C 1.10 0.05 0.25
C 0.72 -2.08 1.26
C -0.03 1.90 -0.98
H 2.00 1.78 -0.53
H 2.13 -0.34 0.38
H -3.05 2.13 -1.21
H 0.07 2.95 -1.15
H 0.83 -2.97 0.68
H 1.62 -1.73 1.60
H 0.19 -2.27 2.21
```

---

Here is a single C6H7Cl3Si2 molecule at a distorted geometry from the OMol25 dataset. Energies are from ωB97M-V/def2-TZVPD.

Values from the calculation:
Electronic energy = -59660.6119 eV
Energy relative to the best compared isomer or geometry (same formula, charge and spin) = 73.7 kJ/mol
E_HOMO = -9.50 eV
Lowest unoccupied orbital energy = -0.74 eV
Frontier orbital gap = 8.7632 eV
SMILES string = Cl[SiH](Cl)[Si@@H](Cl)c1ccccc1
Molar mass = 241.653 g mol⁻¹

```
18
C6H7Cl3Si2 (ωB97M-V/def2-TZVPD)
Cl -1.20 2.95 1.58
Cl 0.74 3.43 -1.66
Cl 3.64 1.81 -1.65
Si 0.28 1.59 1.19
Si 2.01 2.36 -0.42
C -1.20 -2.46 -0.83
C -1.67 -0.57 0.64
C -0.40 -0.12 0.56
C 0.49 -0.85 -0.23
C 0.10 -1.99 -0.89
C -2.08 -1.80 0.05
H -2.34 0.04 1.21
H 0.88 1.34 2.40
H 2.78 3.19 0.58
H 0.88 -2.71 -1.10
H 1.54 -0.62 -0.17
H -3.05 -2.13 -0.08
H -1.39 -3.46 -1.19
```

---

Here is a single C6H7ClN2O3 molecule at a distorted geometry from the OMol25 dataset. Energies are from ωB97M-V/def2-TZVPD.

Values from the calculation:
Electronic energy = -27973.8635 eV
Energy relative to the best compared isomer or geometry (same formula, charge and spin) = 622.2 kJ/mol
E_HOMO = -8.74 eV
Lowest unoccupied orbital energy = 0.47 eV
Frontier orbital gap = 9.2023 eV
SMILES string = N=C=C[C@]1(Cl)[C@H](/C=[N+](\[O-])O)[C@@H]1O
Molar mass = 190.586 g mol⁻¹

```
19
C6H7ClN2O3 (ωB97M-V/def2-TZVPD)
Cl -0.93 -2.05 -2.43
O 1.17 2.98 0.28
O -1.44 -0.93 1.32
O 0.31 1.43 1.60
N 1.91 -1.38 1.66
N 0.38 1.81 0.40
C -0.31 1.50 -0.66
C 1.41 -1.41 0.52
C -1.18 0.28 -0.89
C 1.01 -1.17 -0.71
C -0.45 -1.10 -1.05
C -1.58 -0.89 -0.04
H -0.78 -0.29 1.78
H 2.11 -2.28 2.23
H -1.84 0.52 -1.77
H -0.14 2.25 -1.56
H -2.61 -1.50 -0.34
H 1.28 3.42 1.19
H 1.67 -1.20 -1.53
```

---

Here is a single C6H7ClS molecule at a distorted geometry from the OMol25 dataset. Energies are from ωB97M-V/def2-TZVPD.

Values from the calculation:
Electronic energy = -29689.6651 eV
Energy relative to the best compared isomer or geometry (same formula, charge and spin) = 272.2 kJ/mol
E_HOMO = -7.73 eV
Lowest unoccupied orbital energy = 0.58 eV
Frontier orbital gap = 8.3086 eV
SMILES string = C/C=C1/SCC=C1Cl
Molar mass = 146.642 g mol⁻¹

```
15
C6H7ClS (ωB97M-V/def2-TZVPD)
Cl 2.22 0.85 -0.53
S -1.14 -1.07 1.19
C -0.92 -0.17 -1.40
C -0.28 -0.43 -0.12
C -0.77 0.79 -2.59
C 1.06 0.15 0.57
C 1.27 -0.15 1.84
C 0.07 -0.81 2.47
H -1.91 -0.51 -1.31
H -0.63 1.90 -2.28
H -1.48 0.75 -3.58
H 2.11 0.30 2.66
H 0.18 0.61 -3.19
H 0.64 -1.69 2.87
H -0.43 -0.52 3.39
```

---

Here is a single C6H7ClS molecule at a distorted geometry from the OMol25 dataset. Energies are from ωB97M-V/def2-TZVPD.

Values from the calculation:
Electronic energy = -29692.1794 eV
Energy relative to the best compared isomer or geometry (same formula, charge and spin) = 29.6 kJ/mol
E_HOMO = -8.76 eV
Lowest unoccupied orbital energy = 0.19 eV
Frontier orbital gap = 8.9471 eV
SMILES string = S[C@H]1C=CC=C1CCl
Molar mass = 146.642 g mol⁻¹

```
15
C6H7ClS (ωB97M-V/def2-TZVPD)
Cl -3.08 0.43 -0.65
S 0.67 2.36 0.00
C 0.02 -1.39 0.34
C 1.32 -1.43 -0.30
C 0.41 0.66 -0.63
C -0.51 -0.16 0.24
C -1.81 0.34 0.70
C 1.60 -0.20 -0.85
H 2.45 0.14 -1.42
H -1.74 1.35 1.06
H 1.39 2.03 1.10
H -2.17 -0.40 1.43
H -0.49 -2.28 0.85
H -0.04 0.83 -1.61
H 1.98 -2.26 -0.26
```

---

Here is a single C6H7ClS molecule at a distorted geometry from the OMol25 dataset. Energies are from ωB97M-V/def2-TZVPD.

Values from the calculation:
Electronic energy = -29690.0153 eV
Energy relative to the best compared isomer or geometry (same formula, charge and spin) = 238.4 kJ/mol
E_HOMO = -8.79 eV
Lowest unoccupied orbital energy = 0.84 eV
Frontier orbital gap = 9.6299 eV
SMILES string = C#C[C@@H](/C=C\Cl)SC
Molar mass = 146.642 g mol⁻¹

```
15
C6H7ClS (ωB97M-V/def2-TZVPD)
Cl -2.08 -0.11 -0.94
S 1.49 -0.91 -0.24
C -1.81 -0.92 0.59
C 0.57 0.12 0.99
C -0.37 2.41 0.24
C 0.25 1.45 0.58
C -0.65 -0.77 1.21
C 2.85 0.18 -0.70
H 3.48 -0.37 -1.42
H 3.49 0.35 0.18
H 1.16 0.11 1.94
H -2.71 -1.59 0.82
H 2.45 1.10 -1.16
H -0.90 3.31 -0.08
H -0.52 -1.31 2.16
```

---

Here is a molecular structure, C6H7CoLiO6 at a distorted geometry from the OMol25 dataset. Energies are from ωB97M-V/def2-TZVPD.

Values from the calculation:
Electronic energy = -56429.0662 eV
E_HOMO (spin up / spin down) = -14.00 / -17.07 eV
Expectation value of S² = 8.758
Total charge = +2
Lowest unoccupied orbital energy (spin up / spin down) = -9.13 / -12.20 eV
Frontier orbital gap (spin up / spin down) = 4.8676 / 4.8720 eV
Spin multiplicity = 6
Molar mass = 240.990 g mol⁻¹

```
21
C6H7CoLiO6 (ωB97M-V/def2-TZVPD)
Co -2.92 2.71 3.67
O 0.37 -3.70 -0.95
O -1.00 2.22 0.64
O -1.92 1.40 2.56
O 0.83 -1.70 -1.89
O 0.44 -3.38 -3.18
O -2.28 3.48 1.94
C 0.60 -1.02 -0.66
C 0.57 -3.00 -1.92
C 0.71 0.47 -0.92
C -1.77 2.37 1.76
C -0.14 1.19 0.62
C 1.23 1.44 0.62
Li -0.94 -0.21 2.37
H 1.32 -1.35 0.10
H 0.24 -4.32 -3.22
H 1.62 0.68 -1.49
H 1.49 2.48 0.82
H -0.38 -1.31 -0.26
H 1.98 0.75 1.03
H -0.04 0.80 -1.64
```

---

Here is a single C6H7F2NO molecule at a distorted geometry from the OMol25 dataset. Energies are from ωB97M-V/def2-TZVPD.

Values from the calculation:
Electronic energy = -15303.0528 eV
E_HOMO (spin up / spin down) = -6.11 / -10.08 eV
Expectation value of S² = 2.020
Lowest unoccupied orbital energy (spin up / spin down) = 0.62 / -1.48 eV
Frontier orbital gap (spin up / spin down) = 6.7281 / 8.6057 eV
Spin multiplicity = 3
Molar mass = 147.124 g mol⁻¹

```
17
C6H7F2NO (ωB97M-V/def2-TZVPD)
F 1.74 1.62 -1.99
F 1.35 -0.89 1.29
O 1.43 -0.96 3.51
N 0.12 0.35 -1.01
C 0.75 -0.74 2.56
C -0.84 -0.08 -0.24
C -1.21 -0.09 1.15
C 1.08 1.27 -0.89
C -0.07 -0.13 -2.39
C -0.59 -0.31 2.37
H 0.92 -0.60 -2.88
H -2.27 -0.15 1.41
H -1.65 -0.46 -0.78
H 1.59 1.60 0.03
H -1.30 -0.27 3.24
H -0.73 -0.86 -2.39
H -0.31 0.71 -2.98
```

---

Here is a single C6H7F3N2S molecule at a distorted geometry from the OMol25 dataset. Energies are from ωB97M-V/def2-TZVPD.

Values from the calculation:
Electronic energy = -28302.5965 eV
Energy relative to the best compared isomer or geometry (same formula, charge and spin) = 0.0 kJ/mol
E_HOMO = -9.65 eV
Lowest unoccupied orbital energy = 0.55 eV
Frontier orbital gap = 10.1999 eV
SMILES string = C[C@@](N)(c1nccs1)C(F)(F)F
Molar mass = 196.197 g mol⁻¹

```
19
C6H7F3N2S (ωB97M-V/def2-TZVPD)
S 1.00 2.09 0.86
F -2.15 1.04 -1.70
F -2.12 2.27 0.09
F -3.34 0.49 -0.08
N 0.92 0.46 -1.11
N -1.39 0.14 1.63
C 2.27 2.05 -0.34
C -0.99 0.09 0.28
C -1.05 -1.39 -0.55
C 2.02 1.22 -1.30
C 0.30 0.75 -0.03
C -2.14 1.02 -0.34
H 2.70 1.19 -2.11
H -0.56 -1.96 0.15
H 3.09 2.65 -0.30
H -1.28 1.05 2.08
H -0.64 -1.12 -1.46
H -0.86 -0.39 2.27
H -2.01 -1.82 -0.56
```